[1]
A structure of composition C19H25AsN3O2W in a non-equilibrium geometry. Source: the OMol25 dataset; level of theory: the ωB97M-V functional and the def2-TZVPD basis.

```
51
Properties=species:S:1:pos:R:3:forces:R:3:mulliken_charge:R:1
W 0.8473 0.6730 0.5112 2.6 -1.0 -1.1 1.10
O -3.2094 -2.0169 2.5759 -1.9 -2.5 0.9 -0.50
C -3.8320 -0.9244 2.3402 0.7 2.1 0.0 0.77
C -5.2101 -0.7590 2.6201 0.8 0.2 -1.1 -0.79
C -5.7268 0.5338 2.3613 -0.2 -3.1 1.4 -0.22
C -4.9783 1.6236 1.8722 -2.1 1.4 0.1 -0.86
C -3.6555 1.5001 1.6506 0.3 0.3 0.2 -0.46
C -3.0313 0.2203 1.9033 0.1 1.4 -1.2 0.27
C -1.6804 0.0678 1.5614 0.4 -4.0 1.0 0.98
O -0.7723 1.0171 1.2081 -2.0 2.1 0.2 -0.57
N -1.0373 -1.1508 1.6511 -2.8 1.8 0.1 -1.35
N 0.2723 -0.9952 1.5046 -1.9 0.3 -0.5 0.65
C 0.9933 -1.7902 2.1589 2.1 -0.9 1.4 -0.23
C 2.3840 -1.5001 2.0813 -0.4 -0.2 -0.7 0.76
C 3.3930 -2.2009 2.6790 -1.7 -1.2 1.2 -0.83
C 4.6956 -1.7801 2.5134 0.2 -0.9 0.9 -0.24
C 4.9495 -0.7538 1.6321 -0.7 -0.9 0.6 -1.04
C 3.8579 -0.1749 1.0113 1.3 1.6 -0.6 0.39
N 2.5765 -0.4481 1.2574 1.1 0.6 -0.6 -0.13
H -2.2612 -2.0604 2.4860 0.9 0.5 -0.5 0.50
H -5.7527 -1.7051 2.9133 0.3 1.6 -0.1 0.42
H -6.7571 0.5647 2.7075 -0.1 0.9 -0.6 0.41
H -5.5953 2.5717 1.7422 1.4 -1.2 0.1 0.36
H -3.1002 2.4108 1.3710 0.0 -0.8 0.0 0.41
H 0.6147 -2.4854 2.8656 -0.6 -0.7 0.2 0.44
H 3.0185 -3.0487 3.3369 1.1 1.1 -0.8 0.38
H 5.4295 -2.3086 3.1186 0.3 0.3 -0.4 0.47
H 5.9614 -0.4614 1.4936 0.5 0.5 -0.5 0.48
H 4.1158 0.6160 0.3184 -0.4 0.2 -0.1 0.43
C 2.0914 -1.1622 -4.2676 0.0 0.3 -0.3 -1.16
C 1.9782 -1.1348 -2.7502 0.3 0.5 0.2 -0.44
As 0.6403 0.1236 -2.1031 -0.4 0.3 0.7 -0.27
C -1.1980 0.0664 -2.7482 -0.7 -0.2 -0.1 -0.56
C -1.8649 1.4338 -2.4894 -0.9 -1.2 0.2 -1.12
C 1.3095 1.9523 -2.3791 -0.5 0.2 1.1 -0.55
C 1.4694 2.5782 -0.9689 -0.6 0.5 -0.2 -0.95
H 2.8927 -1.8609 -4.5617 -0.3 0.3 0.1 0.37
H 2.3268 -0.1626 -4.6489 0.1 -0.3 -0.2 0.35
H 1.1469 -1.4942 -4.7307 0.4 0.0 0.2 0.36
H 2.8828 -0.7862 -2.1943 -0.4 -0.5 -0.6 0.39
H 1.6816 -2.1062 -2.4090 -0.1 -0.5 0.6 0.44
H -1.7858 -0.7846 -2.3477 0.7 0.4 0.1 0.49
H -1.1667 -0.0930 -3.8384 0.3 0.0 0.3 0.49
H -1.9702 1.7546 -1.4353 0.4 -0.2 -0.4 0.22
H -2.8939 1.3383 -2.8712 0.3 0.2 0.1 0.42
H -1.3519 2.1343 -3.1031 0.1 1.0 -0.2 0.36
H 0.6420 2.6421 -2.8893 -0.2 -0.4 -0.3 0.39
H 2.2005 1.9170 -2.9448 1.2 0.0 -0.5 0.61
H 0.4119 2.7210 -0.5595 0.9 0.0 0.0 0.33
H 1.8922 3.6014 -1.0189 -0.1 -0.5 0.2 0.50
H 2.1562 2.0865 -0.1871 0.1 0.4 -0.7 0.33
```
Forces are in eV/Å.

The calculation puts the lowest unoccupied orbital energy (alpha / beta) at -0.4190 / -0.4384 hartree. The energy above the lowest of the compared OMol25 structures with the same formula, charge and spin is 54.8 kJ/mol. The value obtained for the HOMO energy (alpha / beta) is -16.6 / -16.7 eV. The value obtained for the HOMO-LUMO gap (alpha / beta) is 5.2443 / 4.7477 eV. As for the spin multiplicity: 3. Its charge is +3.


[2]
A cluster of 2 separate species, C28H43ClF3INO6 in total. Source: the OMol25 dataset; level of theory: the ωB97M-V functional and the def2-TZVPD basis.

```
83
Properties=species:S:1:pos:R:3:forces:R:3:mulliken_charge:R:1
C 2.3154 -1.4585 2.6062 0.3 0.1 -0.3 -1.42
C 1.7697 -1.7543 1.2113 -0.1 0.2 0.4 -0.26
C 0.5275 -2.6673 1.1480 0.4 0.2 0.1 -0.50
Cl -0.3999 -2.8621 2.6466 -0.1 -0.1 0.1 -0.05
N -0.3683 -2.2596 0.0349 -0.3 -0.2 -0.2 0.11
C -0.5051 -3.1044 -1.0344 -0.1 0.1 0.1 1.46
C 0.1121 -4.4705 -1.0033 0.2 0.1 0.4 -2.45
C -1.2102 -2.6748 -2.1572 -0.1 0.1 0.1 0.40
C -1.3313 -3.5200 -3.3985 0.1 0.0 -0.3 -1.34
C -0.3450 -3.1612 -4.5351 -0.3 0.0 0.1 -0.38
C 1.1219 -3.2466 -4.2029 0.2 -0.1 -0.3 0.21
O 1.9000 -3.9009 -4.8213 0.0 -0.1 0.3 -0.52
O 1.5375 -2.5240 -3.1035 0.2 0.2 -0.2 -0.47
C -1.7728 -1.3996 -2.1335 0.2 -0.5 0.1 1.88
C -2.4865 -0.8643 -3.3416 0.3 0.2 -0.4 -1.18
O -1.9892 0.0233 -3.9765 -0.1 0.1 0.0 -0.53
O -3.6344 -1.4730 -3.6419 -0.1 -0.2 0.5 -0.21
C -4.8461 -0.6774 -3.5651 -0.4 -0.2 -0.4 -0.98
C -5.3829 -0.6439 -2.1384 0.0 0.4 -0.1 1.08
C -6.1137 0.6651 -1.8077 0.3 -0.1 0.1 -1.32
I -6.6671 -2.3219 -1.7983 0.2 -0.1 0.2 0.10
C -1.6534 -0.5685 -1.0217 -0.3 0.1 -0.4 -0.07
C -2.2153 0.8270 -1.0368 0.1 0.4 -0.4 -1.39
C -1.1197 1.8499 -1.4089 0.0 -0.4 0.2 -1.31
C -1.3331 3.2302 -0.8211 0.2 0.1 -0.2 0.78
F -2.0497 3.1993 0.3189 -0.1 0.0 0.1 -0.26
F -1.9591 4.0516 -1.6679 -0.2 0.0 0.0 -0.28
F -0.1528 3.7943 -0.5165 0.1 0.0 0.0 -0.29
C -0.9638 -1.0255 0.0777 0.3 -0.3 0.1 0.80
C -0.8796 -0.1509 1.2937 -0.2 0.3 0.2 0.16
C -2.1968 0.0152 2.1182 -0.2 0.0 0.4 -1.37
C -3.3390 -0.8932 1.7342 -0.5 0.1 0.0 0.30
O -4.0501 -0.6847 0.7857 0.3 -0.3 -0.1 -0.41
O -3.5368 -1.9290 2.5836 0.9 0.0 0.0 -0.49
H 3.3183 -1.0556 2.4722 0.0 0.1 0.1 0.40
H 1.7356 -0.6847 3.1041 -0.1 -0.2 0.2 0.33
H 2.4097 -2.3462 3.2252 -0.2 0.0 0.1 0.36
H 1.5445 -0.8014 0.7371 0.1 0.0 -0.2 0.09
H 2.5530 -2.2454 0.6363 -0.1 0.0 -0.2 0.65
H 0.8883 -3.6569 0.9498 -0.1 -0.1 -0.1 0.52
H 0.0891 -4.9179 -0.0153 -0.2 -0.1 0.1 0.67
H -0.4265 -5.1508 -1.6482 0.1 0.0 -0.1 0.39
H 1.1592 -4.4120 -1.3050 0.0 -0.1 -0.2 0.43
H -1.2425 -4.5805 -3.1908 0.0 0.0 0.1 0.68
H -2.3256 -3.3867 -3.8162 -0.1 0.0 0.1 0.47
H -0.5184 -3.8560 -5.3520 0.0 0.0 -0.1 0.50
H -0.5761 -2.1663 -4.9237 0.1 0.1 0.1 0.37
H 1.1769 -1.6295 -3.1675 -0.1 0.0 0.2 0.37
H -5.5434 -1.1767 -4.2304 0.0 0.1 -0.1 0.48
H -4.6593 0.3180 -3.9675 0.2 0.1 0.1 0.37
H -4.5536 -0.7611 -1.4441 -0.1 -0.2 0.0 -0.64
H -5.8674 0.9551 -0.7877 -0.1 0.0 0.1 0.26
H -5.7638 1.4677 -2.4577 -0.1 0.1 -0.1 0.34
H -7.1919 0.5799 -1.8871 -0.1 0.1 -0.1 0.45
H -2.6881 1.0667 -0.0929 0.1 0.0 0.0 0.79
H -2.9953 0.9000 -1.7918 -0.1 0.0 0.1 0.72
H -1.0377 1.9249 -2.4903 0.0 0.1 0.0 0.64
H -0.1508 1.4979 -1.0551 0.1 0.1 0.1 0.43
H -0.6171 0.8505 0.9546 0.1 0.0 -0.1 0.01
H -0.1027 -0.4498 1.9776 0.1 -0.1 0.0 -0.23
H -2.5567 1.0362 2.0159 0.0 0.0 0.0 0.47
H -1.9685 -0.1461 3.1685 0.1 0.0 0.0 0.50
H -3.6455 -2.7531 2.0912 -0.7 0.1 0.0 0.38
C 5.5378 4.7185 4.7874 -0.1 -0.1 0.0 -1.24
C 5.2910 3.2683 4.3824 0.1 0.0 0.0 -0.32
C 5.7288 2.9520 2.9530 0.0 0.0 0.0 -0.67
C 4.9985 3.7439 1.8669 0.0 0.0 0.0 -0.87
C 3.4790 3.5905 1.8738 0.0 0.0 -0.1 -0.55
C 3.0181 2.1564 1.6326 -0.1 0.0 0.0 -0.58
H 4.9652 5.4144 4.1727 0.0 0.0 0.0 0.29
H 5.2485 4.8863 5.8251 0.0 0.0 0.0 0.38
H 6.5946 4.9738 4.6907 0.0 0.0 0.0 0.30
H 4.2320 3.0268 4.5157 0.0 0.0 0.0 0.23
H 5.8390 2.6122 5.0632 0.0 0.0 0.0 0.38
H 5.6041 1.8796 2.7723 0.0 0.0 0.0 0.25
H 6.8010 3.1458 2.8593 0.0 0.0 0.0 0.42
H 5.3827 3.4315 0.8906 0.0 0.0 0.0 0.35
H 5.2445 4.8042 1.9578 0.0 0.0 0.0 0.36
H 3.0610 4.2323 1.0946 0.0 0.0 0.0 0.35
H 3.0660 3.9516 2.8188 0.0 0.0 0.0 0.31
H 3.3945 1.7820 0.6767 0.0 0.0 0.0 0.35
H 1.9248 2.1048 1.6089 0.0 0.0 0.0 0.12
H 3.3631 1.4855 2.4215 0.0 0.0 0.0 0.13
```
Forces are in eV/Å.

The calculation puts the lowest unoccupied orbital energy at -0.1577 hartree. The value obtained for the HOMO energy is -11.9 eV. The value obtained for the HOMO-LUMO gap is 7.5599 eV. As for the spin multiplicity: 1. Its charge is +1.


[3]
A cluster of 2 separate species, CH2NOS3 in total in a non-equilibrium geometry. Source: the OMol25 dataset; level of theory: the ωB97M-V functional and the def2-TZVPD basis.

```
8
Properties=species:S:1:pos:R:3:forces:R:3:mulliken_charge:R:1
C 2.2346 -0.5013 -0.0469 -3.0 1.0 -2.6 0.55
N -0.6753 0.7098 0.3538 -2.1 -1.6 1.8 -0.64
O 1.7750 -0.3263 -1.1477 2.8 -1.0 4.1 -0.39
S 2.4436 -0.6045 1.5275 0.4 -0.1 -1.6 -0.21
S -3.1623 -0.8287 -0.2282 -0.6 -1.2 0.4 -0.71
S -2.1322 0.7815 -0.6857 0.6 1.3 -0.4 -0.11
H 0.0148 1.0780 -0.2080 2.0 0.9 -1.6 0.25
H -0.4981 -0.3086 0.4351 -0.1 0.7 -0.1 0.25
```
Forces are in eV/Å.

The calculation puts the lowest unoccupied orbital energy at 0.0972 hartree. The energy above the lowest of the compared OMol25 structures with the same formula, charge and spin is 123.4 kJ/mol. The value obtained for the HOMO energy is -1.7 eV. The value obtained for the HOMO-LUMO gap is 4.3132 eV. As for the spin multiplicity: 1. Its charge is -1.


Q: Which value of spin multiplicity does entry 2 give?
A: 1


Q: Which value of spin multiplicity does entry 2 give?
A: 1


Q: Which value of spin multiplicity does entry 3 give?
A: 1